Computed, not measured: C35H41Cl2F3KN3O2Sb as an isolated structure, with ωB97M-V/def2-TZVPD.

CARTESIAN COORDINATES (ANGSTROEM)
K -1.73047 -0.27040 1.03249
C 1.49207 -4.23033 6.78309
C 0.82953 -2.92182 6.47921
C 1.50660 -1.99909 5.60438
C 0.96119 -0.73553 5.37917
C 1.69134 0.21156 4.50160
C -0.11645 -0.32192 6.11035
C -0.85136 -1.24239 6.88836
C -1.98987 -0.76482 7.64352
C -0.39366 -2.54523 7.02161
H 1.00139 -4.72641 7.63136
H 2.54469 -3.99998 7.07357
H 1.43020 -4.94190 5.91178
H 2.48470 -2.23683 5.15665
H 2.52002 0.72040 5.08110
H 1.01613 0.92637 4.03984
H 2.18646 -0.29031 3.65209
H -0.42135 0.75953 6.22792
H -2.14787 0.25749 7.31980
H -1.81633 -0.88251 8.74326
H -2.88431 -1.41069 7.38652
H -0.90877 -3.20911 7.67371
N -2.99058 2.51403 1.00990
C -4.34465 2.99124 1.26020
C -5.01230 3.47931 -0.11209
C -5.24989 2.35783 -1.09042
N -3.90982 1.77283 -1.51130
C -6.15459 1.24274 -0.52254
C -5.60126 0.73571 0.83038
N -4.49601 -0.32078 0.77112
C -5.12833 1.85796 1.86020
H -2.33434 3.31289 0.97552
H -3.30581 1.76548 -0.66748
H -2.64080 1.93988 1.81417
H -4.33289 3.75822 2.06102
H -4.51713 4.34255 -0.60261
H -5.99416 3.95077 0.17473
H -5.76825 2.73048 -2.03803
H -3.44339 2.25578 -2.32355
H -4.02423 0.75447 -1.78652
H -6.16536 0.37158 -1.25081
H -7.10807 1.60451 -0.30796
H -6.47322 0.35598 1.35876
H -4.42707 -0.63392 -0.18616
H -4.81550 -1.14085 1.24678
H -4.56848 1.36725 2.70117
H -6.04225 2.28216 2.19767
F 4.99591 -4.20268 -6.83967
C 4.48642 -3.22996 -6.06376
C 4.72415 -1.90721 -6.36197
C 3.96652 -0.94321 -5.63537
C 3.05322 -1.33300 -4.68774
C 2.91592 -2.65485 -4.33748
C 3.65199 -3.66311 -5.01015
Sb 1.86433 0.15948 -3.57225
C 2.98715 1.77736 -4.53787
C 4.10845 2.33959 -3.93457
C 4.73919 3.42857 -4.58252
C 4.29289 3.91051 -5.80522
F 4.91720 4.93240 -6.44890
C 3.17162 3.39628 -6.40143
C 2.50244 2.36327 -5.70847
C 3.05139 -0.09950 -1.75336
C 2.47307 0.19392 -0.48316
C 3.11598 -0.14948 0.67039
C 4.43363 -0.63816 0.62661
F 5.09536 -0.87798 1.77466
C 5.03130 -0.97941 -0.59394
C 4.34905 -0.70299 -1.78897
H 5.34110 -1.68439 -7.22986
H 4.28747 0.11539 -5.75006
H 2.20482 -2.94020 -3.52696
H 3.67789 -4.68826 -4.70321
H 4.41898 2.00055 -2.96774
H 5.69798 3.78850 -4.21431
H 2.79632 3.79069 -7.34393
H 1.56035 2.09771 -6.20254
H 1.46276 0.65659 -0.44092
H 2.75825 0.17495 1.64870
H 5.99664 -1.44264 -0.74137
H 4.81193 -0.91132 -2.75948
Cl -0.62539 -2.70383 -2.70635
C -2.25258 -2.53622 -2.00484
Cl -2.64476 -3.41467 -0.41023
C -2.59702 -1.00407 -1.91589
O -1.67908 -0.29319 -1.43325
O -3.76360 -0.79077 -2.35343
H -2.93471 -3.12887 -2.67269

Forces on the atoms, in the same order (eV/Å):
K 0.39 -0.42 0.26
C 0.17 -0.50 -0.08
C 0.82 1.06 -1.42
C -0.99 -0.85 0.84
C 1.32 -0.57 0.01
C 1.48 0.50 -0.33
C -1.97 0.41 1.20
C 1.99 0.20 -0.97
C -1.85 -0.81 0.88
C 0.97 0.43 -0.41
H 0.18 0.11 -0.19
H -0.66 -0.58 -0.39
H 0.36 0.74 0.81
H -0.62 -0.11 0.19
H -1.00 -0.22 -0.72
H 0.01 0.45 0.24
H -0.12 -0.07 0.49
H 0.40 -1.20 -0.69
H -0.55 0.22 0.57
H -0.27 0.43 -0.85
H 0.69 0.91 0.39
H -0.40 -0.57 0.40
N 2.11 -0.07 0.66
C -0.21 0.41 -0.35
C -0.60 1.26 1.63
C -0.94 0.06 -1.69
N -0.48 0.05 -0.63
C 3.45 -1.41 -0.21
C 0.95 -0.16 1.67
N -0.93 1.30 -0.62
C -0.32 -1.37 -1.42
H -0.44 -0.54 -0.17
H 0.27 0.35 -0.25
H -0.78 1.02 -0.72
H -0.10 0.20 -0.86
H 0.33 -0.63 0.42
H 0.67 -0.69 -0.27
H 0.87 -0.27 1.22
H -0.61 -0.51 1.25
H 0.27 0.07 -0.60
H -0.38 1.03 0.79
H -1.66 0.71 -0.15
H 0.07 -0.70 -0.11
H 0.02 -0.26 -0.45
H -0.26 -0.49 0.48
H -0.67 0.47 -0.67
H -0.78 0.39 0.84
F 0.48 0.11 0.01
C -1.00 -0.69 0.67
C -1.17 0.18 0.21
C 2.10 0.20 -0.90
C -0.71 1.35 0.82
C -0.10 -2.17 0.03
C 0.17 2.13 0.06
Sb 1.19 -0.08 -0.55
C -0.87 0.22 0.64
C -0.26 1.21 -1.44
C 0.91 -0.62 0.28
C 0.04 0.16 -0.03
F 0.10 -0.49 0.61
C -0.68 -0.78 0.71
C -0.16 0.55 -1.24
C 0.53 -0.24 0.33
C -0.59 -0.28 -2.00
C 1.69 0.68 1.43
C -0.32 -0.75 -1.12
F -0.25 0.14 -0.19
C -0.50 0.39 -0.52
C -1.53 0.89 0.57
H 0.06 0.23 0.39
H -0.76 -0.82 -0.18
H 0.71 0.10 -0.67
H -0.33 -0.41 -0.08
H 0.48 -0.15 0.25
H -0.32 0.23 0.16
H 0.08 -0.07 0.27
H 0.29 -0.51 0.49
H 0.77 -0.33 -0.04
H -0.13 -0.31 -0.24
H 0.17 0.05 0.75
H -0.15 -0.09 0.47
Cl -0.34 -0.39 0.76
C -0.89 -1.03 -1.03
Cl 0.84 0.92 -0.53
C 0.44 -1.91 -0.20
O -1.79 0.30 -0.48
O 0.88 1.14 0.97
H 0.70 1.12 0.51

max |F|	3.7	eV Å⁻¹
gap between HOMO and LUMO	7.2818	eV
E_HOMO	-10.3	eV
net charge	+1
ΔE to the lowest compared entry with this formula, charge and spin	150.39	kJ/mol

Löwdin population analysis, charges in e, atoms 1 to 4: 0.80, -0.06, -0.26, 0.00

=====

Computed, not measured: a 9-piece molecular cluster, C35H41Cl2F8N2O24P overall, with ωB97M-V/def2-TZVPD.

CARTESIAN COORDINATES (ANGSTROEM)
C -1.49080 4.23668 -5.29226
C -0.46845 5.44640 -4.75420
C -1.24106 6.23104 -3.58102
C 0.97771 4.78339 -4.45703
C 1.71903 5.12895 -3.05864
C 1.63523 4.05797 -1.84890
Cl 3.29789 4.16027 -0.94810
C 1.55137 2.46040 -2.30635
N 1.31575 1.37040 -2.99394
C 0.49314 4.26807 -0.71630
Cl 0.90609 3.01603 0.64478
C -1.01728 3.77921 -1.24559
N -2.23092 3.49707 -1.64464
P 0.33526 5.92832 0.13018
C 1.72735 7.16965 -0.13954
C -1.40673 6.67129 0.17987
H -1.10850 3.90436 -6.36956
H -2.60263 4.60185 -5.33827
H -1.31000 3.33390 -4.55523
H -0.37593 6.18462 -5.68794
H -0.76421 6.24458 -2.51894
H -2.32638 5.74764 -3.46524
H -1.45362 7.34332 -3.95869
H 1.70156 5.18551 -5.32135
H 0.87584 3.62106 -4.71210
H 1.40136 6.23560 -2.74153
H 2.88229 5.24232 -3.31425
H 1.59555 8.02928 0.68012
H 1.57179 7.73882 -1.17751
H 2.82424 6.78311 -0.00322
H -1.37663 7.80622 0.54883
H -2.01083 6.09330 1.03198
H -2.04937 6.56917 -0.79139
O -3.17067 -2.07102 -7.09135
C -3.30495 -1.03604 -6.45996
O -3.19034 -0.94687 -5.09967
C -3.28205 0.42703 -4.78042
C -4.01876 0.98250 -5.95107
F -3.63548 2.25425 -6.20287
O -3.59498 0.17061 -7.02258
H -2.27449 0.84370 -4.67739
H -3.82104 0.57608 -3.84092
H -5.10906 0.93257 -5.86010
O -4.47113 -3.09466 1.27083
C -4.29825 -2.50908 0.21486
O -3.44717 -2.93467 -0.76800
C -3.63553 -2.06274 -1.86445
C -4.18446 -0.83915 -1.21392
F -5.03553 -0.19313 -2.04218
O -4.92330 -1.34738 -0.12639
H -4.33660 -2.51670 -2.57284
H -2.69055 -1.87136 -2.38000
H -3.42095 -0.14450 -0.84780
O -1.82753 0.06480 0.28100
C -1.35930 -0.25628 1.36060
O -1.74917 0.28167 2.55646
C -1.07032 -0.44459 3.56128
C 0.10967 -0.98500 2.82828
F 0.48508 -2.18127 3.33394
O -0.37890 -1.18874 1.52189
H -1.72694 -1.23201 3.94625
H -0.78214 0.20805 4.38978
H 0.96885 -0.30645 2.79841
O 2.64698 -2.80071 8.62482
C 2.81986 -2.21512 7.56886
O 3.67094 -2.64071 6.58600
C 3.48258 -1.76879 5.48954
C 2.93365 -0.54520 6.14008
F 2.08259 0.10082 5.31182
O 2.19482 -1.05343 7.22760
H 2.78151 -2.22274 4.78116
H 4.42756 -1.57741 4.97400
H 3.69716 0.14945 6.50620
O -5.79861 -3.51157 -2.88684
C -5.50461 -4.65561 -3.19114
O -4.32528 -5.26058 -2.85249
C -4.43141 -6.60587 -3.27307
C -5.46389 -6.52889 -4.34533
F -6.19007 -7.66798 -4.39825
O -6.30731 -5.48417 -3.91629
H -4.74465 -7.22691 -2.42715
H -3.47260 -6.97720 -3.64480
H -5.06381 -6.29513 -5.33771
O 1.54649 0.16031 13.51315
C 2.38727 -0.26173 12.73673
O 2.51490 -1.57758 12.38494
C 3.50570 -1.62745 11.37808
C 4.28557 -0.38243 11.62997
F 4.78545 0.11514 10.47662
O 3.31868 0.51858 12.12007
H 3.02375 -1.63379 10.39468
H 4.11772 -2.52828 11.47460
H 5.08861 -0.49697 12.36585
O -1.69685 -8.34211 -4.35464
C -1.22862 -8.66320 -3.27504
O -1.61849 -8.12525 -2.07918
C -0.93964 -8.85150 -1.07437
C 0.24035 -9.39192 -1.80736
F 0.61576 -10.58818 -1.30171
O -0.24822 -9.59565 -3.11376
H -1.59626 -9.63893 -0.68939
H -0.65146 -8.19887 -0.24586
H 1.09953 -8.71336 -1.83724
O 8.50507 0.24459 0.89220
C 7.90782 1.11253 0.27753
O 6.68528 1.60704 0.64130
C 6.40716 2.67439 -0.24265
C 7.25288 2.34396 -1.42472
F 7.67450 3.46846 -2.04552
O 8.37328 1.70222 -0.85926
H 6.69108 3.62054 0.23018
H 5.34282 2.71137 -0.49002
H 6.77232 1.67644 -2.14791

Forces on the atoms, in the same order (eV/Å):
C 1.48 0.17 -0.12
C -1.30 -0.32 -1.19
C -1.45 0.64 -0.35
C 0.39 -0.25 -1.57
C 1.04 0.78 -1.12
C 0.10 -1.59 -0.02
Cl -1.38 0.10 -0.80
C -2.26 -6.29 -6.16
N 2.30 10.02 6.57
C -1.83 -1.34 -1.26
Cl -0.62 0.58 -0.96
C -7.70 -1.46 -2.80
N 11.34 2.61 3.74
P 0.30 0.45 2.36
C 0.15 2.41 -1.12
C -1.87 0.30 0.23
H -1.01 0.61 2.28
H 2.23 -0.86 0.11
H -0.83 1.72 -1.44
H 0.00 -1.51 2.19
H -0.64 0.02 -2.05
H 2.45 1.02 -0.05
H 0.64 -2.30 1.12
H -1.47 -0.86 2.05
H 0.45 2.43 1.05
H 0.52 -2.74 -0.23
H -2.64 -0.50 0.69
H 0.01 -2.10 -1.62
H 0.83 -1.15 2.14
H -2.42 0.40 -0.44
H 0.26 -2.51 -1.00
H 1.52 1.15 -1.89
H 1.30 0.39 1.71
O -0.27 2.47 1.53
C 0.57 -2.89 -1.39
O -0.17 -0.32 -1.10
C 0.16 0.36 1.34
C -0.04 0.69 -0.26
F -0.16 0.28 -0.14
O -0.15 -0.70 0.54
H -0.13 0.13 -0.21
H 0.08 -0.20 -0.18
H 0.10 0.17 -0.08
O 0.39 1.21 -2.20
C -0.28 -1.59 1.96
O -0.70 0.16 1.27
C 0.85 0.02 -1.37
C 0.13 0.59 -0.15
F -0.47 0.44 -0.36
O 0.70 -0.68 0.37
H 0.32 0.56 0.41
H 0.05 -0.08 0.33
H -0.50 -0.04 -0.21
O 1.29 -0.72 2.61
C -1.42 0.84 -2.24
O 0.31 -0.26 -1.27
C -0.35 0.31 1.26
C 0.38 -0.53 0.09
F 0.35 -0.23 0.09
O -0.39 0.90 0.01
H 0.24 -0.09 -0.13
H -0.12 0.04 -0.24
H 0.03 -0.21 0.03
O 0.36 1.30 -2.57
C -0.30 -1.84 2.33
O -0.62 0.28 1.06
C 0.68 -0.34 -1.11
C -0.31 0.52 -0.16
F -0.20 0.37 -0.17
O 0.72 -0.52 0.19
H -0.10 0.24 0.10
H -0.07 -0.15 0.22
H -0.20 0.09 -0.09
O -0.03 -2.87 -0.79
C -0.46 2.16 0.89
O -1.08 0.98 -0.27
C 1.12 -0.85 0.21
C -0.38 -0.64 -0.32
F -0.15 -0.16 -0.21
O 0.75 0.73 0.28
H -0.19 0.02 -0.21
H -0.14 0.24 0.09
H -0.16 -0.13 0.04
O 2.02 -1.00 -1.93
C -2.57 0.70 2.03
O -0.17 1.08 0.58
C 0.18 -1.05 -0.59
C 0.32 0.33 -0.29
F 0.33 0.21 -0.23
O -0.15 -0.63 0.46
H 0.23 0.16 0.18
H -0.23 0.09 0.11
H 0.05 0.16 -0.18
O 0.97 -0.73 2.54
C -1.30 0.75 -2.56
O 0.23 -0.22 -1.12
C -0.33 0.33 1.27
C 0.52 -0.71 0.17
F 0.25 -0.09 0.03
O -0.46 0.93 0.02
H 0.25 -0.09 -0.11
H -0.15 0.04 -0.24
H 0.02 -0.21 0.02
O -1.49 2.18 -1.45
C 1.56 -2.31 1.95
O 0.86 -0.55 -0.19
C -1.11 0.58 0.29
C 0.36 0.45 -0.60
F 0.04 0.11 -0.30
O -0.65 -0.45 0.47
H 0.15 -0.04 -0.25
H 0.24 -0.23 0.17
H 0.11 0.16 -0.06

max |F|	12.2	eV Å⁻¹
gap between HOMO and LUMO	7.7380	eV
E_HOMO	-8.7	eV
SMILES	CC(C)CC[C@](Cl)(C#N)[C@](Cl)(C#N)P(C)C.O=C1OC[C@@H](F)O1.O=C1OC[C@@H](F)O1.O=C1OC[C@@H](F)O1.O=C1OC[C@@H](F)O1.O=C1OC[C@@H](F)O1.O=C1OC[C@@H](F)O1.O=C1OC[C@@H](F)O1.O=C1OC[C@@H](F)O1

Löwdin population analysis, charges in e, atoms 1 to 4: -0.12, -0.38, -0.12, -0.18

=====

| no. | E_LUMO (eV) |
| --- | --- |
| 1 | -3.02 |
| 2 | -0.95 |